Density functional theory data (the ωB97M-V functional and the def2-TZVPD basis) for C7H13NO2PRu as an isolated structure at a distorted geometry.

The geometry in XYZ format:
```
25
Properties=species:S:1:pos:R:3:nbo_charge:R:1
C -1.76887 0.42984 0.58433 -0.227
C -2.06877 0.81647 -0.78204 -0.359
C -1.80755 2.19830 -1.08709 -0.230
C -0.75430 2.78371 -0.38605 -0.220
C 0.06795 1.98188 0.43460 -0.297
Ru -0.15997 0.28076 -0.29475 0.677
P 0.11247 -1.98483 -0.43339 0.207
H -2.44331 -0.11387 1.25129 0.225
H -2.76160 0.21796 -1.38112 0.244
H -2.35884 2.75185 -1.85650 0.240
H 0.96512 2.40213 0.89346 0.225
H -0.45954 3.82064 -0.57770 0.243
H 1.22122 -2.38011 -1.23598 0.036
H -0.91317 -2.79674 -1.01061 0.044
H 0.37723 -2.73505 0.75934 0.034
N 3.45554 -1.28389 2.24058 -0.669
C 4.01393 -0.23428 1.32028 -0.343
C 2.86531 0.40085 0.54948 0.758
O 3.04326 1.36059 -0.19836 -0.599
O 1.76504 -0.22815 0.83975 -0.845
H 2.88008 -0.80839 2.95393 0.455
H 4.22293 -1.78552 2.69406 0.438
H 2.84281 -1.92639 1.70338 0.461
H 4.52943 0.52833 1.89856 0.253
H 4.72868 -0.68610 0.63386 0.250
```

Results
Energy relative to the best compared isomer or geometry (same formula, charge and spin): 180.8 kJ/mol
Gap between HOMO and LUMO (alpha / beta): 0.2278 / 0.2902 Eh
HOMO (alpha / beta): -9.613 / -12.322 eV
Net charge: +1
Lowest unoccupied orbital energy (alpha / beta): -3.41 / -4.43 eV
Expectation value of S²: 6.05
Multiplicity: 5